10
Properties=species:S:1:pos:R:3:forces:R:3 method="wB97M-V/def2-TZVPD" lumo_ev="0.4 / -4.3" multiplicity=2 de_lowest_kcal_mol=2.4 total_energy_ev=-14339.454 max_force_ha_per_bohr=0.009
I 10.8064 6.8152 3.5808 -0.0537 0.2666 -0.1619
O 11.8576 4.8284 0.6552 0.2495 -0.0916 -0.0148
H 11.3173 5.3945 1.2065 -0.1286 0.1558 0.1550
H 11.2457 4.4583 0.0189 -0.0996 -0.1298 -0.2091
O 11.1160 4.7148 6.2591 -0.1239 -0.1586 0.4262
H 10.9182 5.2829 5.5145 -0.0164 0.0353 -0.0502
H 11.9260 4.2685 6.0120 0.2037 -0.1660 -0.0298
O 10.1538 8.7814 0.5610 0.0870 0.2187 -0.1401
H 9.4322 8.4050 0.0572 -0.1826 -0.0390 -0.1969
H 10.2273 8.2188 1.3320 0.0645 -0.0914 0.2218